#w
Here is a structure of composition CH3I2P from the Open Molecules 2025 dataset. Energies are from ωB97M-V/def2-TZVPD.

```
7
Properties=species:S:1:pos:R:3
C 0.44289 -0.14963 -0.31312
P -0.37926 0.94254 0.86148
I 1.24339 1.07109 -1.79577
I -0.54104 -1.99364 -1.15866
H 1.39736 -0.70844 0.19420
H -0.49939 -0.11965 1.85854
H -1.66395 0.95772 0.35333
```

The calculation puts the molar mass at 299.82 g/mol.


#x
Here is a structure of composition CH3I2P from the Open Molecules 2025 dataset. Energies are from ωB97M-V/def2-TZVPD.

```
7
Properties=species:S:1:pos:R:3
C 0.68055 -0.31229 0.83487
P -0.58910 0.22312 -0.06216
I 2.06897 1.17463 0.30290
I 1.00573 -2.36419 0.25678
H -0.85914 1.45343 0.40381
H -2.03979 0.14159 -0.18979
H -0.26722 -0.31629 -1.54641
```

The calculation puts the molar mass at 299.82 g/mol.


In terms of stability, #w leads; the second structure lies 302.4 kJ/mol higher.